Entry from the Open Molecules 2025 dataset: a structure of composition C2H5ClNO3P (ωB97M-V/def2-TZVPD).

Structure (XYZ):
```
13
Properties=species:S:1:pos:R:3:lowdin_charge:R:1
C 0.758 0.106 0.135 -0.06
C -0.629 0.619 0.424 -0.46
N -1.746 0.639 -0.896 -0.06
O -1.425 -0.203 1.203 -0.23
O -2.000 -2.022 -0.728 -0.41
O -3.863 -0.466 0.297 -0.37
P -2.464 -0.746 -0.050 0.26
Cl 10.138 0.183 -0.050 -1.00
H 1.376 0.070 1.148 0.12
H 1.157 0.762 -0.562 0.04
H 0.520 -0.961 -0.023 0.08
H -0.737 1.612 0.718 0.08
H -1.086 0.408 -1.617 0.01
```

Values from the calculation:
- frontier orbital gap (eV) = 7.72
- net charge = -2
- E_HOMO (eV) = -2.240

=====

Entry from the Open Molecules 2025 dataset: a structure of composition C2H5CsLiO2 (ωB97M-V/def2-TZVPD).

Structure (XYZ):
```
11
Properties=species:S:1:pos:R:3:lowdin_charge:R:1
H 2.347 -6.610 -0.058 -0.39
Cs 1.048 -4.028 0.420 0.34
O 0.821 0.351 -0.781 -0.53
C -0.130 0.432 0.229 -0.48
C -0.926 1.761 0.237 -0.61
O -1.812 1.676 1.265 -0.35
Li 0.676 1.773 -1.819 0.69
H 0.468 0.544 1.169 0.11
H -0.990 -0.220 -0.080 0.10
H -1.390 1.774 -0.798 0.06
H -0.111 2.547 0.215 0.06
```

Values from the calculation:
- frontier orbital gap (eV) = 4.30
- net charge = -1
- E_HOMO (eV) = -2.572

=====

Entry from the Open Molecules 2025 dataset: a cluster of 2 separate species, C2H5F2NO in total (ωB97M-V/def2-TZVPD).

Structure (XYZ):
```
11
Properties=species:S:1:pos:R:3:lowdin_charge:R:1
C 2.100 0.209 -0.265 0.00
C -0.893 -0.641 -0.153 -0.58
N -1.608 0.517 0.260 0.14
O 2.250 -1.061 0.028 -0.06
F -1.725 -1.459 -0.759 0.10
F -0.367 -1.276 0.878 0.07
H 1.672 0.648 0.729 0.03
H 0.048 -0.383 -0.753 0.12
H -1.277 0.838 1.060 0.02
H -2.613 0.361 0.282 0.10
H 2.480 -1.562 -0.725 0.07
```

Values from the calculation:
- frontier orbital gap (eV) = 9.51
- net charge = 0
- E_HOMO (eV) = -9.072

=====

Entry from the Open Molecules 2025 dataset: a cluster of 2 separate species, C2H5F2NS in total (ωB97M-V/def2-TZVPD).

Structure (XYZ):
```
11
Properties=species:S:1:pos:R:3:lowdin_charge:R:1
H 1.040 -1.927 0.248 0.12
N 0.438 -1.286 -0.340 0.13
C -0.802 -1.212 -0.040 -0.50
F -1.347 -2.194 0.725 0.05
C -1.799 -0.159 -0.354 -0.50
S -1.045 1.333 -1.079 0.72
H -2.760 -0.379 -1.082 0.15
H -2.021 0.071 0.721 0.09
H 0.062 1.196 -0.338 -0.16
F 2.539 0.499 -0.016 -0.09
H 1.825 0.034 -0.353 -0.02
```

Values from the calculation:
- frontier orbital gap (eV) = 10.23
- net charge = 0
- E_HOMO (eV) = -9.672
- SMILES string = [H]/N=C(\F)CS.F

=====

Entry from the Open Molecules 2025 dataset: an isolated molecule of C2H5FIN (ωB97M-V/def2-TZVPD).

Structure (XYZ):
```
10
Properties=species:S:1:pos:R:3:lowdin_charge:R:1
C 0.600 -0.355 0.042 -0.12
C -0.661 0.339 0.361 -0.47
N -0.915 1.671 -0.111 -0.55
F 0.606 2.907 -1.868 -0.70
I -1.374 2.162 -1.866 1.37
H 1.301 0.412 -0.194 0.07
H 0.933 -0.905 0.968 0.10
H 0.570 -1.088 -0.719 0.05
H -1.715 -0.171 0.135 0.14
H -0.487 0.478 1.418 0.09
```

Values from the calculation:
- frontier orbital gap (spin up / spin down) (eV) = 7.71 / 7.69
- net charge = 0
- E_HOMO (spin up / spin down) (eV) = -9.431 / -9.148

=====

Entry from the Open Molecules 2025 dataset: an isolated molecule of C2H5FN2 (ωB97M-V/def2-TZVPD).

Structure (XYZ):
```
10
Properties=species:S:1:pos:R:3:lowdin_charge:R:1
H -0.236 1.508 1.562 0.00
N 0.442 1.467 0.829 0.06
C 0.390 0.416 0.001 -0.52
N 1.185 -0.110 -0.969 0.11
C -0.921 -0.441 0.274 -0.04
F -1.094 -1.685 -0.640 -0.17
H 2.007 0.338 -1.513 0.16
H 0.577 -0.928 -1.236 0.10
H -0.488 -0.759 1.450 0.19
H -1.860 0.194 0.242 0.12
```

Values from the calculation:
- frontier orbital gap (eV) = 10.22
- net charge = 0
- E_HOMO (eV) = -9.359
- SMILES string = [H]/N=C(/N)CF